1.
{"formula": "C13H26N2O2", "method": "wB97M-V/def2-TZVPD", "elements": ["C", "C", "C", "C", "O", "C", "C", "C", "C", "O", "N", "N", "C", "C", "C", "C", "C", "H", "H", "H", "H", "H", "H", "H", "H", "H", "H", "H", "H", "H", "H", "H", "H", "H", "H", "H", "H", "H", "H", "H", "H", "H", "H"], "positions_angstrom": [[0.804, -1.015, 2.972], [-0.762, -1.498, 3.085], [-1.659, -0.765, 2.245], [-1.420, -0.899, 0.577], [-1.444, -2.178, 0.458], [-2.557, -0.302, -0.189], [-2.933, 1.138, -0.084], [-4.094, 1.326, -0.858], [-0.068, -0.605, -0.094], [0.410, -1.294, -0.792], [0.383, 0.676, 0.327], [1.170, 1.504, -0.524], [2.650, 1.109, 0.161], [3.280, -0.030, -0.900], [3.311, 0.657, -2.250], [1.703, 0.879, -2.755], [1.188, 1.907, -1.769], [1.126, -1.153, 1.982], [1.608, -1.431, 3.756], [1.046, 0.062, 3.036], [-0.903, -1.321, 4.097], [-0.572, -2.481, 2.885], [-2.654, -0.919, 2.396], [-1.525, 0.368, 2.098], [-0.753, -2.735, -0.217], [-2.474, -0.860, -1.318], [-3.476, -0.766, 0.308], [-2.045, 1.675, -0.569], [-2.977, 1.283, 1.111], [-4.001, 1.067, -2.059], [-5.011, 0.891, -0.470], [-4.370, 2.549, -0.973], [-0.180, 1.161, 0.838], [2.480, 0.888, 0.980], [3.264, 1.930, 0.142], [4.382, -0.381, -0.490], [2.677, -0.915, -0.679], [3.775, -0.249, -2.798], [3.920, 1.577, -2.269], [1.790, 1.054, -3.789], [1.417, -0.071, -2.506], [0.075, 1.805, -1.914], [1.737, 2.845, -1.817]], "smiles": "CCCC(O)(CCC)C(=O)NN1CCCCC1", "total_charge": 0, "homo_lumo_gap_ev": 9.0, "e_above_lowest_ev": 13.420, "multiplicity": 1, "homo_ev": -8.1, "total_energy_ha": -770.5121, "fmax_ev_per_a": 17.4}



2.
{"formula": "C13H26N2O3", "method": "wB97M-V/def2-TZVPD", "elements": ["C", "O", "C", "O", "C", "C", "C", "C", "C", "N", "C", "O", "C", "N", "C", "C", "C", "C", "H", "H", "H", "H", "H", "H", "H", "H", "H", "H", "H", "H", "H", "H", "H", "H", "H", "H", "H", "H", "H", "H", "H", "H", "H", "H"], "positions_angstrom": [[1.098, -1.720, 3.690], [0.685, -0.537, 3.014], [0.150, -0.669, 1.805], [0.020, -1.715, 1.218], [-0.252, 0.679, 1.219], [-1.725, 1.006, 1.519], [-2.065, 1.013, 3.017], [-2.630, -0.338, 3.456], [-3.071, 2.119, 3.331], [-0.035, 0.629, -0.210], [0.989, 1.280, -0.814], [1.652, 2.137, -0.267], [1.216, 0.857, -2.271], [2.009, 1.827, -3.004], [1.915, -0.516, -2.270], [1.570, -1.418, -3.463], [0.113, -1.878, -3.420], [1.892, -0.743, -4.791], [1.301, -2.513, 2.968], [0.309, -2.040, 4.373], [1.997, -1.469, 4.250], [0.400, 1.457, 1.627], [-2.355, 0.280, 0.999], [-1.922, 1.988, 1.087], [-1.148, 1.211, 3.582], [-1.974, -1.154, 3.164], [-2.755, -0.367, 4.536], [-3.602, -0.506, 2.995], [-2.657, 3.095, 3.091], [-3.983, 1.978, 2.754], [-3.330, 2.108, 4.387], [-0.444, -0.167, -0.678], [0.239, 0.781, -2.759], [1.506, 2.707, -3.067], [2.858, 2.017, -2.479], [1.666, -1.054, -1.351], [2.991, -0.335, -2.263], [2.199, -2.311, -3.368], [-0.118, -2.333, -2.459], [-0.068, -2.616, -4.198], [-0.568, -1.047, -3.587], [2.942, -0.467, -4.830], [1.305, 0.161, -4.915], [1.679, -1.417, -5.619]], "smiles": "COC(=O)[C@H](CC(C)C)NC(=O)[C@@H](N)CC(C)C", "total_charge": 0, "homo_lumo_gap_ev": 10.0, "e_above_lowest_ev": 0.253, "multiplicity": 1, "homo_ev": -9.2, "total_energy_ha": -846.2198, "fmax_ev_per_a": 0.5}



3.
{"formula": "C13H26N2O4", "method": "wB97M-V/def2-TZVPD", "elements": ["C", "C", "C", "C", "N", "C", "O", "O", "C", "C", "C", "C", "N", "C", "O", "O", "C", "C", "C", "H", "H", "H", "H", "H", "H", "H", "H", "H", "H", "H", "H", "H", "H", "H", "H", "H", "H", "H", "H", "H", "H", "H", "H", "H", "H"], "positions_angstrom": [[4.210, -2.503, -2.070], [3.258, -2.857, -3.206], [1.830, -2.366, -2.967], [1.151, -3.076, -1.794], [-0.230, -2.679, -1.653], [-0.658, -1.862, -0.671], [0.017, -1.473, 0.253], [-1.965, -1.563, -0.856], [-2.610, -0.769, 0.136], [-2.272, 0.733, 0.067], [-2.050, 1.228, -1.369], [-3.280, 1.044, -2.248], [-1.120, 1.030, 0.889], [-1.146, 2.001, 1.824], [-2.071, 2.757, 2.013], [0.019, 2.027, 2.504], [0.137, 3.016, 3.535], [-0.493, 2.498, 4.825], [1.620, 3.314, 3.700], [4.193, -1.432, -1.880], [5.226, -2.789, -2.329], [3.936, -3.019, -1.154], [3.626, -2.407, -4.130], [3.246, -3.940, -3.348], [1.841, -1.291, -2.774], [1.239, -2.539, -3.870], [1.640, -2.817, -0.854], [1.197, -4.160, -1.937], [-0.875, -2.887, -2.399], [-3.673, -0.924, -0.049], [-2.351, -1.146, 1.131], [-3.108, 1.290, 0.509], [-1.792, 2.287, -1.312], [-1.198, 0.700, -1.803], [-3.108, 1.485, -3.227], [-4.142, 1.532, -1.799], [-3.504, -0.010, -2.382], [-0.342, 0.382, 0.864], [-0.403, 3.913, 3.205], [-0.007, 1.574, 5.130], [-0.383, 3.238, 5.613], [-1.551, 2.308, 4.666], [2.042, 3.659, 2.760], [2.145, 2.412, 4.005], [1.760, 4.082, 4.456]], "smiles": "CCCCNC(=O)OC[C@H](CC)NC(=O)OC(C)C", "total_charge": 0, "homo_lumo_gap_ev": 10.0, "e_above_lowest_ev": 0.060, "multiplicity": 1, "homo_ev": -9.2, "total_energy_ha": -921.4968, "fmax_ev_per_a": 0.6}



> Which formula does entry 3 have?

C13H26N2O4